Molecular formula: C24H15Co2NO6
Method: DFT, ωB97M-V/def2-TZVPD

As for the spin multiplicity: 1. Its charge is -2. For the energy above the lowest of the compared OMol25 structures with the same formula, charge and spin, the calculation gives 0.0 kcal per mole. The HOMO-LUMO gap is 0.1238 Eh.

Cartesian coordinates (Å):
C  -1.64500  1.31862  2.08940
C  -0.48129  0.30524  1.87382
C  -0.76460  -0.85531  2.76035
N  -1.08287  -1.71111  3.48922
C  0.89951  0.86044  2.39264
C  1.14349  2.23341  2.56095
C  2.37532  2.68261  3.05534
C  3.38010  1.77356  3.38949
C  3.10461  0.40561  3.33788
C  1.84624  -0.03107  2.90609
H  -1.30366  2.22803  2.58234
H  -2.13718  1.58934  1.15539
H  -2.40498  0.87528  2.74909
H  0.37665  2.97637  2.33879
H  2.53059  3.75254  3.18979
H  4.35542  2.12391  3.73805
H  3.84327  -0.32723  3.66255
H  1.61378  -1.09648  2.98751
O  -5.35882  -0.55418  -4.70503
C  -4.49080  -0.50560  -3.95009
Co  -3.14896  -0.43460  -2.81109
C  -3.96433  -1.47223  -1.64048
O  -4.46551  -2.16070  -0.85613
C  -2.03819  -1.69889  -3.32321
O  -1.28924  -2.53952  -3.59170
C  -2.31339  0.66722  -1.16607
C  -1.06287  0.49863  -0.68590
C  -0.49344  -0.27684  0.46676
C  0.80692  -1.02141  0.09292
C  1.02515  -2.28621  0.64860
C  2.14044  -3.04328  0.27189
C  2.99887  -2.54736  -0.72062
C  2.75431  -1.30185  -1.30801
C  1.67482  -0.52795  -0.86787
Co  -1.10969  1.08424  -2.39766
C  -2.23226  1.18441  -3.84489
O  -2.51829  1.77066  -4.81982
C  0.04448  0.26414  -3.47243
O  0.72841  -0.19365  -4.27928
C  -0.36801  2.67331  -2.37424
O  0.13110  3.72110  -2.39208
H  -3.19131  1.05701  -0.64706
H  -1.22939  -1.11011  0.50087
H  0.29676  -2.68344  1.36464
H  2.30155  -4.02708  0.73064
H  3.83777  -3.16270  -1.05741
H  3.37896  -0.93780  -2.12820
H  1.50560  0.46090  -1.29576

***

Molecular formula: C24H15F3N3O8S5SbTc
Method: DFT, ωB97M-V/def2-TZVPD

As for the spin multiplicity: 1. Its charge is +1. For the energy above the lowest of the compared OMol25 structures with the same formula, charge and spin, the calculation gives 40.6 kcal per mole. The HOMO-LUMO gap is 0.1734 Eh.

Cartesian coordinates (Å):
Tc  0.39654  -0.05745  0.11848
O  4.16951  -0.39993  -0.88804
S  2.88039  -0.98159  -0.71963
O  1.81685  -0.61819  -1.67320
N  2.11748  -0.51984  0.66341
C  2.48032  -0.35266  2.01638
C  3.70974  -0.54333  2.57373
C  3.87802  -0.32714  3.96190
C  2.83450  0.06712  4.74763
C  1.55089  0.27659  4.18175
C  0.42097  0.69213  4.92348
C  -0.77375  0.87085  4.28817
C  -0.85850  0.64449  2.90319
N  0.16739  0.26238  2.17612
C  1.37789  0.06885  2.80839
C  2.98690  -2.73149  -0.67606
C  2.72830  -3.44463  0.48243
C  2.83124  -4.82712  0.44871
C  3.18186  -5.47004  -0.72796
C  3.43550  -4.73920  -1.88225
C  3.34204  -3.35964  -1.86353
H  4.54789  -0.84644  1.95968
H  4.85602  -0.47969  4.39692
H  2.97156  0.22825  5.80879
H  0.51693  0.86383  5.98808
H  -1.65707  1.18792  4.82275
H  -1.79669  0.78042  2.37938
H  2.43410  -2.94524  1.39528
H  2.62667  -5.40065  1.34226
H  3.25487  -6.54904  -0.74947
H  3.70376  -5.24655  -2.79864
H  3.53318  -2.78013  -2.75724
S  -0.72427  3.46937  -3.77419
Sb  -3.04127  3.06236  -5.21835
S  0.18844  1.78401  -3.40704
S  -0.86192  0.25009  -3.64816
S  -3.19136  5.17626  -5.64216
F  -2.71344  -3.52669  -2.16153
C  -2.51405  -2.61921  -1.22109
F  -3.34076  -2.85983  -0.20278
F  -2.86234  -1.40747  -1.74022
C  -1.03671  -2.58343  -0.75380
O  -0.26219  -3.43585  -1.08144
O  -0.82440  -1.56419  0.03213
O  -0.17412  3.49214  0.99743
C  -0.59736  2.76470  0.14197
O  0.08385  1.77997  -0.43706
C  -1.94900  2.96075  -0.49659
C  -2.48049  4.24434  -0.56215
C  -3.63031  4.48397  -1.29947
C  -4.20138  3.40963  -1.95549
C  -3.74625  2.10505  -1.84328
C  -2.61055  1.88803  -1.08625
N  -5.29144  3.65793  -2.89779
O  -6.14056  4.46068  -2.65474
O  -5.24033  2.98760  -3.94555
H  -1.95935  5.05207  -0.06607
H  -4.04486  5.47671  -1.40635
H  -4.26288  1.29125  -2.33387
H  -2.23600  0.87687  -0.98698

***

Molecular formula: C24H16Cl2I2N5OSTi
Method: DFT, ωB97M-V/def2-TZVPD

As for the spin multiplicity: 3. Its charge is -1. For the energy above the lowest of the compared OMol25 structures with the same formula, charge and spin, the calculation gives 19.4 kcal per mole. As for the expectation value of S²: 2.04. The HOMO-LUMO gap (alpha / beta) is 0.1761 / 0.2596 Eh.

Cartesian coordinates (Å):
Ti  -0.00981  -0.22031  -0.16144
C  4.39879  -0.85792  0.36131
N  3.79570  0.40002  -0.03272
C  4.11435  1.64548  0.46448
C  3.20643  2.51225  -0.02820
N  2.34598  1.79886  -0.84056
C  2.71088  0.49402  -0.82951
S  1.93125  -0.81916  -1.59620
C  1.16782  2.35902  -1.43285
C  1.24666  3.61352  -1.97926
C  0.08845  4.29218  -2.35645
C  -1.14162  3.62367  -2.07992
C  -1.13354  2.36420  -1.57070
N  -0.00196  1.63792  -1.26990
H  5.24277  -0.63870  1.01059
H  4.73638  -1.40565  -0.51610
H  3.66298  -1.45883  0.89582
H  4.92836  1.79067  1.15017
H  3.04605  3.55622  0.16262
H  2.22242  4.06792  -2.10591
H  0.13052  5.27338  -2.80350
H  -2.09588  4.09781  -2.26599
H  -2.06894  1.86565  -1.34806
I  -0.21133  -4.96632  1.84010
C  -1.21183  -4.22085  0.18437
C  -2.02012  -5.04720  -0.59366
C  -2.68549  -4.53608  -1.69138
I  -3.86729  -5.85599  -2.80119
C  -2.57495  -3.17976  -2.08033
C  -3.17757  -2.57579  -3.21328
C  -2.85318  -1.24617  -3.48345
C  -2.02823  -0.52153  -2.65827
N  -1.49622  -1.02529  -1.50081
C  -1.75648  -2.36597  -1.26708
C  -1.09180  -2.87446  -0.13822
O  -0.37597  -1.99836  0.53328
H  -2.12321  -6.09163  -0.33426
H  -3.82518  -3.14436  -3.86307
H  -3.23564  -0.76020  -4.37267
H  -1.74485  0.48626  -2.91729
Cl  1.61636  -1.31213  3.41478
C  0.38836  -0.12110  3.74289
C  -0.06735  0.01039  5.04018
C  -1.02047  0.97433  5.34514
C  -1.49274  1.80496  4.33905
C  -1.02097  1.66077  3.04781
Cl  -1.62729  2.72173  1.80953
C  -0.07790  0.67989  2.67958
N  0.34863  0.51402  1.40817
H  0.32794  -0.64690  5.80258
H  -1.38933  1.07575  6.35667
H  -2.22998  2.56981  4.54313

***

Molecular formula: C24H16Cl2NiO24
Method: DFT, ωB97M-V/def2-TZVPD

As for the spin multiplicity: 3. For the energy above the lowest of the compared OMol25 structures with the same formula, charge and spin, the calculation gives 0.0 kcal per mole. As for the expectation value of S²: 2.00. The HOMO-LUMO gap (alpha / beta) is 0.2523 / 0.2524 Eh.

Cartesian coordinates (Å):
Ni  0.00290  0.57989  0.32057
Cl  -2.17788  -2.26264  0.58185
O  -2.96436  -1.90737  -0.58431
O  -2.99268  -2.73595  1.59052
O  -1.16952  -3.23692  0.26955
O  -1.57198  -1.03720  1.02720
Cl  1.56635  3.10427  -0.07561
O  0.24911  2.94093  0.39890
O  1.87908  1.72787  -0.35887
O  1.63432  3.92853  -1.25465
O  2.38056  3.56247  1.01430
C  2.68893  -4.16252  2.60312
C  1.96649  -3.09231  2.25186
C  2.33970  -2.05013  1.22158
O  1.65865  -1.05514  0.90245
C  3.59077  -2.41584  0.52532
C  4.34688  -3.46401  0.80951
C  3.95575  -4.46867  1.93716
O  4.69249  -5.40851  2.18922
O  5.55689  -3.60746  0.23809
O  0.82324  -2.76042  2.93665
H  2.28123  -4.75246  3.41068
H  3.83274  -1.83944  -0.35537
H  6.01768  -4.37749  0.57916
H  0.71379  -3.37823  3.66324
C  1.80812  -1.82307  -4.40928
C  1.60194  -1.17673  -3.23293
C  0.29229  -0.99850  -2.57846
O  0.05110  -0.44897  -1.48003
C  -0.77017  -1.42554  -3.46231
C  -0.59664  -1.92671  -4.69285
C  0.75415  -2.19050  -5.29104
O  1.01474  -2.69881  -6.37145
O  -1.64977  -2.34070  -5.43832
O  2.66832  -0.91454  -2.40406
H  2.80408  -2.05086  -4.75938
H  -1.80529  -1.22386  -3.22938
H  -1.39919  -2.87035  -6.19877
H  3.46772  -0.76060  -2.91285
C  -4.52641  2.42243  -2.91380
C  -3.80535  1.65240  -2.06687
C  -2.40324  1.96040  -1.65241
O  -1.72211  1.40798  -0.79501
C  -1.86964  3.09154  -2.50595
C  -2.60812  3.69238  -3.47390
C  -4.01214  3.47389  -3.76318
O  -4.71327  4.10525  -4.53443
O  -2.11226  4.63050  -4.25372
O  -4.39544  0.60028  -1.43070
H  -5.49732  2.01037  -3.14609
H  -0.84401  3.40384  -2.37574
H  -2.83168  4.94872  -4.80398
H  -5.12519  0.37543  -2.01251
C  -0.83521  1.22208  6.03356
C  -0.70839  0.64799  4.82174
C  -0.05272  1.32907  3.65570
O  0.06261  0.80936  2.50257
C  0.32218  2.70950  3.99602
C  0.28754  3.24973  5.23990
C  -0.21471  2.48220  6.40308
O  -0.19488  2.90707  7.59296
O  0.58977  4.58078  5.41860
O  -1.09927  -0.63019  4.66390
H  -1.32632  0.60688  6.77299
H  0.57486  3.35470  3.16760
H  0.52643  4.83652  6.34174
H  -1.00854  -0.86284  3.73694

***

Molecular formula: C24H16Cl5HfN7O2
Method: DFT, ωB97M-V/def2-TZVPD

As for the spin multiplicity: 1. Its charge is +2. For the energy above the lowest of the compared OMol25 structures with the same formula, charge and spin, the calculation gives 0.0 kcal per mole. The HOMO-LUMO gap is 0.2076 Eh.

Cartesian coordinates (Å):
Hf  -2.14265  0.98403  -0.21954
Cl  -2.99490  -2.73018  -0.51375
C  -4.28625  -1.60847  -0.30123
C  -3.94182  -0.27007  -0.18837
C  -4.96897  0.63790  -0.02865
Cl  -4.45357  2.35185  0.13146
C  -6.31230  0.30927  0.03292
Cl  -7.51600  1.49869  0.23891
C  -6.62449  -1.05292  -0.07903
Cl  -8.25468  -1.53506  -0.00916
C  -5.61437  -2.01917  -0.24708
Cl  -6.02088  -3.66797  -0.38172
C  4.81996  -5.41991  0.56563
O  3.76481  -4.72334  1.22121
C  3.98715  -3.46192  1.61724
C  5.16151  -2.74898  1.37685
C  5.27827  -1.45928  1.86529
C  4.22576  -0.84153  2.53583
C  3.05878  -1.57194  2.80085
C  2.94967  -2.86609  2.34817
N  4.52441  0.47312  2.97909
N  3.70173  1.38728  3.10063
C  2.31749  1.25514  2.75322
C  1.35394  1.46228  3.70850
C  -0.01838  1.47087  3.38451
C  -0.39388  1.32028  2.07815
O  -1.68497  1.31315  1.63115
C  0.57739  1.12440  1.07295
N  0.10856  0.94806  -0.20997
C  0.99716  0.79630  -1.19248
C  2.37091  0.81012  -0.96901
C  2.84937  0.95616  0.31576
C  1.94884  1.10743  1.38603
H  4.43636  -6.41394  0.36026
H  5.69705  -5.49399  1.21070
H  5.08856  -4.93198  -0.37364
H  5.99410  -3.19567  0.85422
H  6.20071  -0.90843  1.73692
H  2.26182  -1.16407  3.40340
H  2.07736  -3.46417  2.57522
H  1.65645  1.61394  4.73600
H  -0.76384  1.61658  4.15376
H  0.60175  0.65795  -2.19154
H  3.04242  0.69764  -1.80706
H  3.91462  0.96067  0.50868
N  -3.55603  4.52999  -4.40096
C  -2.87707  3.61707  -5.08919
N  -2.78700  3.69604  -6.40509
N  -2.24638  2.57720  -4.51246
C  -2.23404  2.27980  -3.29354
N  -2.15148  1.89470  -2.18257
H  -4.02365  5.29735  -4.85643
H  -3.61910  4.48028  -3.39918
H  -3.20983  4.43951  -6.93607
H  -2.27038  2.98400  -6.89584

***

Molecular formula: C24H16F10N3O3V
Method: DFT, ωB97M-V/def2-TZVPD

As for the spin multiplicity: 2. Its charge is +1. As for the expectation value of S²: 0.76. The HOMO-LUMO gap (alpha / beta) is 0.2500 / 0.2758 Eh.

Cartesian coordinates (Å):
V  0.48565  0.03807  -0.95253
C  2.78522  -0.85751  -2.64230
N  2.52023  -0.11230  -1.38472
C  3.02951  1.29235  -1.51028
C  1.95848  2.14372  -2.15861
N  0.70459  1.80070  -1.47407
C  -0.30464  2.78241  -1.37131
C  -1.58503  2.55725  -1.86016
F  -1.86853  1.39197  -2.45219
C  -2.59233  3.49974  -1.73822
F  -3.80364  3.24372  -2.21216
C  -2.32322  4.71192  -1.12503
F  -3.27627  5.62174  -1.00828
C  -1.05404  4.96482  -0.62504
F  -0.79659  6.11652  -0.02007
C  -0.06995  4.00159  -0.74035
F  1.13514  4.25065  -0.21471
C  3.12385  -0.81457  -0.21720
C  2.49902  -0.32515  1.08078
N  1.06593  -0.14317  0.83491
C  0.12407  -0.16224  1.86340
C  -1.19177  0.03526  1.47458
F  -1.36731  0.27064  0.12081
C  -2.28622  0.01880  2.30229
F  -3.50926  0.19598  1.82712
C  -2.06014  -0.19559  3.65404
F  -3.07808  -0.23081  4.50169
C  -0.76116  -0.36780  4.10477
F  -0.54037  -0.56408  5.39497
C  0.31754  -0.34403  3.22980
F  1.53925  -0.51697  3.74231
H  3.86303  -0.92260  -2.80093
H  2.32404  -0.33434  -3.47713
H  2.35760  -1.85376  -2.56957
H  3.96687  1.27968  -2.06974
H  3.22578  1.66337  -0.50571
H  1.87600  1.96249  -3.23421
H  2.20035  3.19652  -2.01887
H  4.20716  -0.66858  -0.22225
H  2.92129  -1.87756  -0.34734
H  2.95962  0.60343  1.42979
H  2.67055  -1.07666  1.84927
O  -3.58402  -2.49647  -0.34577
C  -2.43271  -2.95974  0.17930
C  -2.37416  -3.54578  1.44343
C  -1.16455  -3.97642  1.95381
C  0.01364  -3.82668  1.22576
C  -0.04186  -3.22733  -0.01569
C  -1.25259  -2.78979  -0.55590
C  -1.30623  -2.09268  -1.85606
O  -2.10987  -2.12791  -2.71249
O  -0.21174  -1.14620  -1.99802
H  -4.31788  -2.67590  0.25509
H  -3.28519  -3.66442  2.01856
H  -1.14134  -4.44173  2.93077
H  0.95331  -4.18719  1.62041
H  0.86293  -3.11737  -0.60076